No. 1
DFT (ωB97M-V/def2-TZVPD) results for a structure of composition C38H68BN11O7S.

As for the highest occupied orbital energy: -0.303 hartree. As for the calculated total energy: -3040.2970 Eh.

The geometry in XYZ format:
```
126
Properties=species:S:1:pos:R:3:lowdin_charge:R:1
S -1.5937 -0.4471 4.5440 0.87
O -0.7706 -2.4828 -1.1732 -0.11
O -4.9510 0.5355 0.5602 0.03
O -2.5458 -1.0763 5.5701 -0.37
O -0.1537 -3.2556 1.8020 -0.19
O -2.1050 1.1335 4.2685 -0.26
O -0.2039 -0.3698 5.2098 -0.42
O 2.1671 -3.3414 0.7276 -0.22
N -0.5767 -0.4220 -2.8425 -0.02
N 4.1601 -6.2050 -5.0772 0.14
N 1.9321 -2.4145 -7.2627 0.14
N 2.1428 1.1626 -2.9849 0.13
N 0.1486 10.0176 3.8232 0.13
N 4.9988 -5.4414 0.5015 0.15
N -6.2550 -4.6187 6.8933 0.11
N 6.3709 -6.3324 -10.3223 0.11
N 1.3127 0.3330 5.7219 0.08
N -1.1232 7.7602 -0.7764 0.13
N -3.8845 1.2609 -4.9910 0.12
C 2.4952 0.7156 -3.9879 -0.25
C 3.2543 1.9700 6.4053 -0.07
C 0.7828 -2.4483 -7.1562 -0.25
C 1.4242 2.8578 0.6721 -0.10
C -0.1384 -1.9440 2.4843 -0.16
C -1.0060 2.9689 1.9191 -0.16
C -3.1120 1.2242 3.2169 -0.16
C -2.5623 0.7259 1.7396 -0.24
C 3.4275 -2.6219 0.5586 -0.26
C 2.2243 -3.9993 2.0555 -0.16
C -0.5079 4.5916 -0.1736 -0.11
C -1.0848 1.3575 1.5679 -0.12
C -2.4979 -1.6584 0.3949 -0.08
C 3.2138 -1.1281 1.1596 -0.09
C 2.1708 1.0545 6.0236 -0.16
C -4.3126 -2.9998 7.5877 -0.08
C 3.7253 -6.9727 -1.2039 -0.06
C -2.5906 -0.9168 1.8233 -0.21
C 5.7274 -6.5615 -9.3920 -0.28
C 2.9435 0.1375 -5.2589 -0.07
C -5.4000 -3.9061 7.1989 -0.28
C 0.1418 3.7535 1.0897 -0.37
C -0.2948 8.1981 -0.1023 -0.28
C -4.3030 2.2545 -4.5791 -0.27
C 0.6753 -4.2200 2.5047 -0.16
C 3.2209 -3.9365 -4.1572 -0.06
C 4.9088 -6.8531 -8.2087 -0.10
C -1.7428 -0.3147 -1.8642 -0.17
C 4.4382 -6.1157 -0.2490 -0.25
C -2.4625 9.9412 4.0489 -0.07
C 3.7466 -5.2062 -4.6721 -0.25
C -0.6781 -2.4912 -7.0210 -0.06
C -1.6138 -1.5210 2.9808 -0.20
C -1.0008 9.9839 3.9227 -0.26
C -4.8350 3.5186 -4.0552 -0.08
C -1.2840 -1.2277 -0.5710 -0.29
C 0.7583 8.7551 0.7551 -0.07
C -3.5089 2.5822 -0.3003 -0.03
B -3.6794 1.2836 0.6692 -0.38
H 3.5911 1.7901 7.4300 0.08
H 0.0342 0.4162 -2.7776 0.02
H -2.3797 -2.8066 0.5953 0.14
H 5.0973 -6.1398 -7.4023 0.04
H 2.6859 -6.6568 -1.3303 0.08
H 1.0054 9.7826 0.4746 0.09
H 2.3564 -0.7443 -5.5284 0.03
H 4.2265 -3.2093 1.1744 0.09
H 4.0169 -3.3040 -3.7546 0.08
H 3.8403 -6.8089 -8.4368 0.08
H 0.5474 4.5879 1.8067 0.13
H -1.5135 -2.9649 -1.6148 0.10
H 1.6390 2.0890 1.5030 0.08
H 0.4945 -2.1290 3.4552 0.13
H -1.0979 -1.4932 -6.8665 0.08
H -2.4368 2.6894 -0.7171 0.05
H 0.4365 -1.1360 1.8946 0.11
H 2.7416 -5.0295 1.8470 0.12
H 2.8155 -3.3759 2.8297 0.13
H -3.5374 2.2943 3.1531 0.14
H -2.8823 10.9383 4.2079 0.08
H -2.7759 9.3193 4.8920 0.08
H -0.6873 3.0093 3.0459 0.12
H -4.2846 2.6136 -1.1719 0.07
H 1.1916 2.3148 -0.3400 0.07
H -2.6917 -0.7598 -2.3421 0.13
H -3.4846 -1.5606 -0.2231 0.13
H 0.5062 -4.2761 3.6436 0.13
H 2.7151 -3.3622 -4.9391 0.04
H -4.6207 -1.9524 7.5302 0.08
H -0.3738 -0.7460 -0.0595 0.13
H 2.6324 -1.1403 2.1690 0.07
H -0.3260 4.0667 -1.1890 0.08
H -5.3396 4.0975 -4.8336 0.08
H -2.0355 3.4875 1.8659 0.09
H 3.9913 -0.1724 -5.2144 0.09
H -3.4395 -3.1158 6.9397 0.07
H 0.0274 5.6299 -0.2231 0.04
H -0.9861 -3.1075 -6.1718 0.08
H -4.0423 4.1504 -3.6446 0.08
H -0.8328 1.3037 0.4243 0.11
H 5.1142 -7.8512 -7.8123 0.08
H 2.8520 0.8512 -6.0823 0.09
H -5.5611 3.3500 -3.2552 0.07
H 0.4570 8.7702 1.8064 0.03
H 4.1933 -6.9512 -2.1922 0.06
H -2.9326 9.5308 3.1509 0.08
H -1.1531 -2.9081 -7.9134 0.09
H -1.8237 0.8145 -1.6039 0.10
H 2.2922 3.5839 0.4529 0.08
H 2.6303 -0.4241 0.4395 0.07
H -4.0064 0.5363 3.5322 0.15
H 0.3695 -5.2716 2.0865 0.14
H -5.6331 1.1979 0.8744 0.12
H -2.1339 -2.5107 3.3329 0.16
H 4.2177 -0.5797 1.3893 0.08
H 3.7095 -8.0156 -0.8754 0.08
H -3.9814 -3.1842 8.6135 0.08
H -3.6743 -1.1461 2.2158 0.15
H -0.9270 -0.5787 -3.8026 0.05
H -0.2755 0.8673 2.2313 0.11
H 2.9386 3.0156 6.3468 0.08
H -1.6367 4.8427 0.0117 0.07
H 1.6811 8.1715 0.6913 0.08
H 3.8006 -2.6121 -0.5333 0.12
H 4.1251 1.8574 5.7534 0.08
H -3.6968 3.5233 0.3758 0.09
H 2.4968 -4.0962 -3.3530 0.09
```

No. 2
DFT (ωB97M-V/def2-TZVPD) results for a cluster of 5 separate species, C38H68N2O18P2S2 in total.

As for the highest occupied orbital energy: -0.304 hartree. As for the calculated total energy: -4431.0496 Eh. The SMILES is CC(=O)OCCc1cc(CCO)c2c(c1)N([PH2]=O)c1c(CCCCS(=O)(=O)O)c(COCOCCO)c(P(O)O)c(ON=O)c1S2.CC(C)O.CC(C)O.CC(C)O.CC(C)O. The calculation puts the energy relative to the best compared isomer or geometry (same formula, charge and spin) at 0.0 kcal/mol.

The geometry in XYZ format:
```
130
Properties=species:S:1:pos:R:3:lowdin_charge:R:1
S 3.6969 2.5324 3.7372 0.74
S -1.6413 4.5589 -2.9143 0.91
P -6.0955 1.1095 -0.9374 0.90
P 1.2741 1.6888 -1.6535 0.79
O 2.3675 1.1842 -0.6565 -0.49
O 5.4552 4.7982 0.4227 -0.08
O 1.5082 -6.9366 -1.7359 -0.06
O 3.6502 -5.8157 -3.6781 -0.07
O -1.3486 7.7001 -5.6235 -0.11
O -5.4541 4.7015 -1.2028 0.07
O 7.2898 4.2275 -0.9608 0.03
O 3.8363 2.4440 5.2393 -0.35
O -6.9801 1.9835 -2.1161 -0.32
O -4.8994 0.2815 4.2984 -0.07
O 4.6061 3.6462 3.2360 -0.36
O 4.2075 1.0364 3.1380 -0.20
O -3.1175 -1.4881 0.8053 -0.14
O -1.7789 -1.5680 -1.0859 -0.15
O -0.6334 -3.2973 3.6326 -0.06
O -6.8587 1.2077 0.5964 -0.32
O -4.5558 3.5164 -2.7166 -0.15
O 0.9173 -2.0808 -1.2338 -0.12
N -4.8269 4.7722 -2.2143 -0.01
N 0.2793 2.8395 -0.7666 -0.20
C -4.2852 1.6333 -0.8581 -0.18
C 1.9266 2.8989 3.2692 -0.21
C 1.9012 4.8214 -0.3612 0.05
C 0.1377 -2.8160 -2.2289 -0.18
C -2.2070 3.2043 -1.7773 -0.31
C 3.7866 6.7315 0.1437 -0.11
C 4.4646 -6.7595 -4.3737 -0.49
C -0.1861 7.3453 -4.8288 -0.24
C 2.6066 -8.1412 0.0330 -0.06
C -6.2214 -0.1830 4.5657 -0.50
C 6.0205 2.2691 -0.2442 0.00
C -1.1651 2.5436 -0.8425 -0.18
C -3.7388 -0.2097 1.0768 -0.17
C 2.4246 6.2753 -0.5945 -0.15
C -3.2219 0.9800 0.1058 -0.06
C -0.1342 5.2087 -2.0128 -0.33
C -0.3345 1.8650 2.2561 -0.17
C -0.4681 7.6780 -3.2659 -0.16
C -1.4408 -2.3939 -2.2203 -0.17
C 2.1838 -5.6705 0.1933 -0.06
C -0.6481 0.7354 1.1353 -0.13
C -6.3376 -0.5603 6.0341 -0.06
C 4.9652 5.8158 -0.4936 -0.19
C -1.4483 -5.1394 2.3191 -0.05
C 0.3180 6.6946 -2.2720 -0.16
C -3.1123 -1.8199 -0.5959 -0.22
C 5.6735 -7.1100 -3.5204 -0.06
C 4.8834 -6.1750 -5.7133 -0.06
C -7.2225 0.8985 4.1908 -0.06
C -2.5677 -4.4618 4.4626 -0.06
C 0.6152 4.2467 -1.0597 -0.23
C 6.2842 3.8556 -0.2832 -0.37
C 1.6135 7.2271 -1.5507 0.04
C -3.7197 2.7754 -1.7834 -0.19
C -1.2467 -4.5814 3.7187 -0.50
C 1.6619 -7.0029 -0.3204 -0.50
C -1.7120 1.4199 0.1234 -0.03
C 1.0194 1.5882 3.0757 -0.19
H -3.0558 -5.4352 4.5598 0.08
H 1.9377 8.3155 -1.7508 0.11
H -3.3406 -2.9558 -0.6585 0.14
H -8.2485 0.5657 4.3687 0.08
H 1.5199 3.6502 4.0238 0.13
H 4.1776 -5.0193 -3.5286 0.10
H -1.1092 -0.1892 1.6534 0.12
H 5.4958 -6.8822 -6.2783 0.08
H 2.2971 -5.6830 1.2807 0.08
H -3.9473 -1.3107 -1.2054 0.14
H 3.5906 -7.9872 -0.4219 0.07
H 6.2720 -6.2185 -3.3061 0.08
H -1.7972 6.8878 -5.9383 0.09
H 1.5009 -4.8606 -0.0780 0.06
H -6.3866 -1.0682 3.9447 0.14
H -0.4925 -5.2088 1.7920 0.06
H -2.0232 -3.3742 -2.2956 0.12
H 0.6318 -2.5799 -3.2464 0.12
H -5.6048 -1.3297 6.2920 0.08
H -2.0904 -4.4806 1.7248 0.08
H -3.2483 -3.7799 3.9423 0.08
H 2.4841 4.1331 0.3558 0.10
H -1.2522 1.8714 2.9620 0.12
H 2.2249 -9.0906 -0.3526 0.08
H -4.8820 -0.2561 1.1488 0.11
H 0.1595 6.2558 -4.9891 0.12
H -7.6536 0.6156 0.5499 0.07
H -7.3369 -0.9367 6.2671 0.08
H -7.0462 1.8112 4.7691 0.09
H -1.5905 7.7154 -3.0215 0.12
H 0.5546 0.5727 -2.1880 0.03
H 5.4545 -5.2511 -5.5749 0.08
H 0.2814 0.3674 0.5856 0.09
H -0.3336 2.9058 1.7520 0.11
H 4.0360 7.8146 -0.1770 0.12
H 3.7729 0.8425 2.2701 0.08
H 3.7270 6.6689 1.2812 0.13
H 0.6945 7.9943 -5.2083 0.13
H 5.3578 -7.5181 -2.5562 0.07
H -0.0714 8.7447 -3.0868 0.11
H 0.7283 1.1725 4.1107 0.13
H -0.5669 -5.2297 4.2788 0.14
H 1.9941 3.4513 2.2536 0.09
H 2.7325 -8.2284 1.1155 0.08
H 3.8578 -7.6545 -4.5367 0.14
H -6.1306 0.3020 6.6762 0.08
H -3.3781 0.1000 2.1328 0.13
H 3.1532 -5.4309 -0.2556 0.08
H -7.1198 1.1679 3.1359 0.05
H 7.0070 1.6710 -0.3199 0.10
H -1.2280 -2.7162 3.1380 0.08
H 1.6525 0.8066 2.5373 0.10
H 2.0033 2.4398 -2.6551 0.05
H -2.4091 -4.0485 5.4624 0.08
H 5.5320 1.9247 0.7390 0.07
H -6.7972 1.5045 -2.9635 0.06
H 4.5103 5.2471 -1.3957 0.13
H 0.6737 -7.1998 0.1056 0.13
H -4.7429 1.0648 4.8430 0.09
H 2.3797 -6.7618 -2.1234 0.05
H 5.3658 1.9067 -1.1218 0.09
H 1.3518 -1.3527 -1.7417 0.05
H 6.3095 -7.8451 -4.0198 0.08
H 0.2567 -3.9584 -2.0889 0.12
H -1.6823 -1.7789 -3.1691 0.13
H 4.0050 -5.9172 -6.3111 0.08
H -1.9030 -6.1332 2.3519 0.08
H 5.8184 6.4500 -0.9519 0.14
```

no.,largest force on an atom (eV/Å)
1,10.73
2,6.21